Entry 1:
DFT (wB97M-V/def2-TZVPD) results for 8 unconnected molecules or ions with the total composition C30H82N6O10.

```
128
C30H82N6O10 | the Open Molecules 2025 dataset | wB97M-V/def2-TZVPD
C -2.83 -2.28 1.43
O -2.28 -2.61 2.68
C -0.95 -3.08 2.66
C 0.13 -2.03 2.40
N 0.34 -1.12 3.57
C -0.71 -0.08 3.64
C -0.31 0.89 4.72
O 0.85 1.62 4.33
C 1.42 2.29 5.42
H -3.86 -1.99 1.61
H -2.67 -3.11 0.72
H -2.33 -1.41 0.99
H -0.88 -3.83 1.87
H -0.78 -3.49 3.66
H -0.02 -1.39 1.53
H 1.07 -2.58 2.39
H 1.24 -0.67 3.49
H -1.70 -0.51 3.77
H -0.72 0.46 2.68
H -0.21 0.40 5.70
H -1.03 1.70 4.94
H 2.42 2.65 5.20
H 1.57 1.60 6.27
H 0.72 3.01 5.87
C -1.46 0.72 -2.80
O -2.30 0.11 -1.81
C -3.28 -0.83 -2.19
C -4.58 -0.31 -2.85
N -4.46 0.12 -4.24
C -5.53 1.00 -4.63
C -5.58 2.36 -3.92
O -4.25 2.87 -3.97
C -4.08 4.02 -3.18
H -1.00 1.60 -2.37
H -1.96 0.95 -3.73
H -0.68 -0.01 -3.06
H -3.68 -1.27 -1.27
H -2.94 -1.63 -2.86
H -4.85 0.54 -2.19
H -5.37 -1.05 -2.69
H -3.58 0.59 -4.22
H -6.52 0.55 -4.48
H -5.55 1.20 -5.70
H -5.79 2.25 -2.84
H -6.40 2.97 -4.31
H -3.97 3.82 -2.11
H -4.90 4.74 -3.32
H -3.14 4.49 -3.48
C 0.60 0.47 0.08
O -0.67 1.07 0.19
H 1.19 0.36 0.99
H 0.40 -0.55 -0.28
H 1.23 0.90 -0.71
H -1.37 0.55 -0.23
C 0.17 4.73 -0.79
O 0.14 3.99 0.41
H -0.78 4.64 -1.34
H 0.38 5.77 -0.54
H 0.95 4.34 -1.45
H -0.06 3.06 0.25
C 8.48 0.97 3.04
C 7.64 0.94 1.77
C 6.41 1.81 1.94
O 5.44 1.03 2.63
C 4.16 1.61 2.65
N 8.51 1.43 0.67
H 9.28 0.24 2.96
H 7.86 0.81 3.92
H 8.95 1.95 3.11
H 7.30 -0.06 1.47
H 5.96 2.08 0.98
H 6.69 2.72 2.48
H 4.21 2.63 3.04
H 3.56 0.94 3.28
H 3.66 1.60 1.67
H 9.43 1.06 0.88
H 8.35 1.02 -0.24
C 2.73 -4.18 -1.35
C 3.80 -3.95 -0.27
C 3.46 -2.86 0.73
O 3.16 -1.61 0.15
C 4.26 -0.98 -0.50
N 4.07 -5.22 0.37
H 1.80 -4.57 -0.92
H 3.02 -5.00 -2.01
H 2.59 -3.26 -1.92
H 4.64 -3.59 -0.89
H 4.31 -2.73 1.41
H 2.61 -3.16 1.35
H 3.84 0.01 -0.68
H 4.59 -1.49 -1.41
H 5.12 -0.95 0.17
H 5.03 -5.37 0.68
H 3.85 -6.02 -0.20
C -2.94 5.23 2.63
C -2.54 3.77 2.91
C -2.88 2.92 1.67
O -4.32 2.80 1.63
C -4.77 1.89 0.65
N -1.11 3.82 3.16
H -3.95 5.32 2.22
H -2.21 5.67 1.94
H -2.97 5.78 3.57
H -3.09 3.44 3.79
H -2.40 1.95 1.82
H -2.61 3.41 0.73
H -3.96 1.41 0.10
H -5.49 2.29 -0.07
H -5.31 1.09 1.17
H -0.61 4.06 2.32
H -0.65 3.01 3.58
C -2.52 -5.01 -4.88
C -1.71 -3.71 -4.78
C -0.79 -3.73 -3.58
O -1.58 -3.73 -2.41
C -0.78 -3.77 -1.25
N -0.89 -3.63 -6.04
H -3.03 -5.25 -3.94
H -1.86 -5.86 -5.03
H -3.31 -4.97 -5.63
H -2.35 -2.83 -4.75
H -0.15 -2.83 -3.58
H -0.10 -4.58 -3.61
H -0.18 -4.68 -1.19
H -1.45 -3.68 -0.39
H -0.09 -2.91 -1.25
H 0.08 -3.70 -5.73
H -1.11 -4.39 -6.65
```

As for the HOMO energy: -8.210 eV. The SMILES is COC[C@H](C)N.COC[C@H](C)N.COC[C@H](C)N.COC[C@H](C)N.COCCNCCOC.COCCNCCOC.CO.CO. Its energy above the lowest of the compared OMol25 structures with the same formula, charge and spin is 0.0 kcal per mole. As for the charge: 0. The value obtained for the frontier orbital gap is 8.644 eV. The calculation puts the strongest force on any atom at 2.18 eV/Å.

=====

Entry 2:
DFT (wB97M-V/def2-TZVPD) results for C4H4N2O3S in the gas phase.

```
14
C4H4N2O3S | the Open Molecules 2025 dataset | wB97M-V/def2-TZVPD
C 0.59 -1.16 0.34
C 1.40 -0.60 1.19
C 0.11 -0.20 -0.68
C 0.76 1.06 -0.74
N -0.97 -0.51 -1.29
N 1.63 1.41 0.14
O -2.83 1.04 -0.46
O -1.48 0.00 1.38
O 1.96 0.60 1.15
S -2.34 -0.21 0.19
H 0.25 -2.17 0.28
H 1.85 -1.15 1.95
H 0.52 1.65 -1.63
H -1.45 0.24 -1.81
```

As for the HOMO energy (alpha / beta): -9.631 / -9.631 eV. Its energy above the lowest of the compared OMol25 structures with the same formula, charge and spin is 77.4 kcal per mole. As for the charge: 0. The value obtained for the frontier orbital gap (alpha / beta) is 8.503 / 8.504 eV. The calculation puts the strongest force on any atom at 3.94 eV/Å.

=====

Entry 3:
DFT (wB97M-V/def2-TZVPD) results for C8H16ClNO2S in the gas phase.

```
29
C8H16ClNO2S | the Open Molecules 2025 dataset | wB97M-V/def2-TZVPD
O -0.72 -0.66 -2.85
Cl 0.50 -1.22 2.82
O -2.53 -1.09 -1.46
S 0.12 0.79 2.72
C -1.34 -0.45 -1.84
N 0.40 1.00 1.06
C -1.71 -3.27 -0.93
C 2.80 1.16 1.42
C 1.46 3.21 1.01
C -2.67 -2.45 -1.80
C -0.75 0.61 -0.99
C -0.03 -0.10 0.18
C 1.58 1.76 0.70
H -1.68 -4.35 -1.16
H -0.68 -2.88 -0.96
H -2.04 -3.22 0.04
H 2.89 0.05 1.19
H 2.71 1.24 2.51
H 3.69 1.81 1.11
H 1.05 3.44 2.07
H 0.57 3.50 0.39
H 2.31 3.85 0.91
H -3.72 -2.63 -1.58
H -2.44 -2.65 -2.95
H -1.54 1.14 -0.46
H -0.04 1.15 -1.58
H 0.87 -0.67 -0.05
H -0.77 -0.75 0.77
H 1.70 1.67 -0.28
```

As for the HOMO energy: -8.448 eV. The SMILES is CCOC(=O)CCN(SCl)C(C)C. Its energy above the lowest of the compared OMol25 structures with the same formula, charge and spin is 35.7 kcal per mole. As for the charge: 0. The value obtained for the frontier orbital gap is 8.648 eV. The calculation puts the strongest force on any atom at 5.25 eV/Å.

=====

Entry 4:
DFT (wB97M-V/def2-TZVPD) results for 14 unconnected molecules or ions with the total composition C7H40NO13.

```
61
C7H40NO13 | the Open Molecules 2025 dataset | wB97M-V/def2-TZVPD
C -0.32 2.73 -0.78
C 1.10 2.62 -0.25
C 1.49 1.18 -0.23
C 1.30 0.35 0.84
C 1.50 -1.09 0.63
C 1.82 -1.69 -0.54
C 1.82 -3.18 -0.68
N -1.52 2.50 0.13
H -0.49 2.07 -1.75
H -0.50 3.80 -1.21
H 1.14 3.10 0.68
H 1.77 3.36 -0.70
H 2.08 0.94 -1.02
H 0.72 0.65 1.58
H 1.44 -1.73 1.49
H 1.83 -1.01 -1.38
H 2.85 -3.54 -1.02
H 1.08 -3.64 -1.30
H 1.87 -3.65 0.33
H -1.99 3.27 0.54
H -1.34 1.85 0.96
H -2.22 1.93 -0.49
H 0.92 -3.20 2.90
H 1.62 -1.89 3.23
O 0.99 -2.49 3.64
H -1.55 1.43 3.27
H -1.86 0.13 2.60
O -2.18 1.03 2.69
H -2.21 -0.12 -2.46
H -0.93 -0.18 -3.28
O -1.32 0.34 -2.54
H 3.63 1.92 -3.18
H 4.58 2.11 -1.96
O 3.88 2.52 -2.44
H 3.73 -0.92 2.06
H 3.50 0.57 2.07
O 3.18 -0.13 2.47
H -1.86 -5.36 0.44
H -0.46 -5.11 1.03
O -1.30 -4.70 0.89
H -3.34 -0.04 1.04
H -2.20 -0.93 0.25
O -2.62 -0.06 0.41
H -4.49 2.92 -2.21
H -3.26 2.43 -2.94
O -3.70 2.37 -2.00
H -2.34 -3.17 1.38
H -2.59 -2.06 2.35
O -2.45 -2.27 1.53
H -1.17 -2.38 3.92
H -1.91 -1.20 4.88
O -1.87 -1.78 4.13
H -4.99 -1.09 -2.14
H -4.04 0.13 -2.06
O -4.19 -0.71 -2.53
H 1.97 1.95 -5.07
H 1.82 0.33 -5.08
O 2.40 1.10 -4.90
H 3.80 3.26 1.16
H 3.52 2.20 -0.15
O 3.86 2.26 0.79
```

As for the HOMO energy (alpha / beta): -16.175 / -16.176 eV. Its energy above the lowest of the compared OMol25 structures with the same formula, charge and spin is 132.6 kcal per mole. As for the charge: +2. The value obtained for the frontier orbital gap (alpha / beta) is 9.184 / 6.216 eV. The spin multiplicity is 2. Its expectation value of S² is 0.775. The calculation puts the strongest force on any atom at 8.18 eV/Å.

=====

Entry 5:
DFT (wB97M-V/def2-TZVPD) results for a molecular structure, C39H86CaN3O8.

```
137
C39H86CaN3O8 | the Open Molecules 2025 dataset | wB97M-V/def2-TZVPD
Ca 2.80 -3.51 -19.63
O 1.38 0.37 -20.13
C 1.83 -0.87 -20.00
O 2.29 -1.29 -18.90
O 1.76 -1.70 -20.95
H 0.86 0.35 -20.97
C -1.62 -4.33 -18.81
C -1.44 -5.25 -20.00
C 0.07 -5.29 -20.27
O 0.61 -4.24 -19.43
C -0.41 -3.39 -18.89
H -1.63 -4.87 -17.87
H -2.50 -3.69 -18.88
H -1.99 -4.94 -20.89
H -1.78 -6.25 -19.73
H 0.31 -5.04 -21.30
H 0.57 -6.22 -19.99
H -0.66 -2.54 -19.53
H -0.10 -2.98 -17.93
C 1.21 -5.07 -15.44
C 1.64 -3.74 -14.81
C 2.22 -2.93 -15.99
O 2.29 -3.85 -17.08
C 2.12 -5.18 -16.66
H 0.17 -5.02 -15.78
H 1.29 -5.93 -14.78
H 2.36 -3.87 -14.01
H 0.78 -3.26 -14.33
H 3.19 -2.50 -15.75
H 1.51 -2.15 -16.27
H 3.06 -5.68 -16.39
H 1.68 -5.82 -17.43
C 6.80 -3.35 -17.47
C 6.29 -2.06 -16.85
C 5.16 -1.62 -17.82
O 4.79 -2.82 -18.52
C 5.56 -3.94 -18.09
H 7.26 -4.02 -16.75
H 7.55 -3.08 -18.22
H 7.09 -1.35 -16.68
H 5.87 -2.32 -15.88
H 5.61 -0.86 -18.47
H 4.32 -1.20 -17.28
H 5.83 -4.60 -18.93
H 5.04 -4.56 -17.35
C 1.15 3.11 -16.41
C 2.12 2.52 -17.43
C 1.80 3.32 -18.70
O 0.84 4.31 -18.36
C 0.09 3.79 -17.29
H 1.63 3.93 -15.88
H 0.79 2.45 -15.63
H 1.92 1.45 -17.56
H 3.15 2.64 -17.11
H 1.40 2.66 -19.48
H 2.69 3.80 -19.11
H -0.72 3.13 -17.63
H -0.47 4.53 -16.71
C 1.28 -2.92 -25.32
C 2.22 -2.12 -26.22
C 3.58 -2.64 -25.83
O 3.49 -3.05 -24.46
C 2.12 -3.09 -24.06
H 1.04 -3.91 -25.72
H 0.32 -2.43 -25.17
H 2.05 -1.07 -25.98
H 2.02 -2.25 -27.29
H 4.38 -1.91 -25.95
H 3.77 -3.50 -26.49
H 1.91 -2.29 -23.34
H 1.93 -4.05 -23.57
C 5.58 1.97 -18.74
C 6.18 1.92 -20.13
N 5.54 2.85 -21.07
C 4.18 2.47 -21.44
C 3.38 3.62 -22.04
C 6.39 3.02 -22.25
C 7.64 3.86 -21.99
H 4.56 1.57 -18.76
H 5.40 2.99 -18.39
H 6.16 1.47 -17.97
H 7.26 2.01 -20.07
H 6.07 0.90 -20.54
H 4.22 1.65 -22.17
H 3.65 2.09 -20.56
H 3.74 3.86 -23.04
H 2.36 3.28 -22.26
H 3.35 4.51 -21.43
H 5.80 3.59 -22.97
H 6.59 2.06 -22.75
H 8.20 3.91 -22.93
H 8.29 3.49 -21.21
H 7.31 4.86 -21.73
C 4.86 -1.14 -21.92
C 6.08 -2.04 -21.71
N 6.56 -2.75 -22.89
C 6.82 -1.81 -23.98
C 7.27 -2.50 -25.26
C 7.82 -3.43 -22.52
C 7.70 -4.43 -21.39
H 4.08 -1.70 -22.43
H 5.09 -0.25 -22.51
H 4.54 -0.80 -20.93
H 6.89 -1.47 -21.22
H 5.80 -2.79 -20.96
H 5.89 -1.28 -24.20
H 7.52 -1.02 -23.65
H 6.63 -3.34 -25.52
H 7.24 -1.76 -26.07
H 8.33 -2.76 -25.21
H 8.57 -2.66 -22.27
H 8.19 -3.95 -23.40
H 6.93 -5.19 -21.56
H 7.51 -3.95 -20.43
H 8.63 -4.99 -21.29
C -1.74 2.02 -20.26
C -2.03 1.03 -21.37
N -0.83 0.57 -22.06
C -0.23 1.59 -22.92
C 1.06 1.11 -23.59
C -0.99 -0.77 -22.65
C -2.08 -0.83 -23.74
H -2.59 2.17 -19.60
H -1.54 3.01 -20.68
H -0.83 1.73 -19.74
H -2.53 0.15 -20.94
H -2.79 1.35 -22.09
H 0.01 2.47 -22.33
H -0.98 1.90 -23.66
H 1.86 0.87 -22.88
H 1.45 2.00 -24.10
H 0.88 0.32 -24.31
H -0.05 -1.19 -22.98
H -1.30 -1.39 -21.80
H -1.92 -1.72 -24.35
H -3.07 -0.84 -23.30
H -2.02 0.05 -24.39
```

As for the HOMO energy: -10.001 eV. Its energy above the lowest of the compared OMol25 structures with the same formula, charge and spin is 19.5 kcal per mole. As for the charge: +1. The value obtained for the frontier orbital gap is 6.852 eV. The calculation puts the strongest force on any atom at 2.30 eV/Å.

=====

Entry 6:
DFT (wB97M-V/def2-TZVPD) results for C2HCl2NS in the gas phase.

```
7
C2HCl2NS | the Open Molecules 2025 dataset | wB97M-V/def2-TZVPD
C 0.56 2.19 -1.98
C -0.20 -0.07 -0.63
N 0.01 2.81 -2.79
S 1.29 1.08 -0.92
Cl -0.25 -1.43 -1.64
Cl -1.72 0.91 -0.52
H 0.13 -0.40 0.36
```

As for the HOMO energy: -10.310 eV. The SMILES is N#CSC(Cl)Cl. Its energy above the lowest of the compared OMol25 structures with the same formula, charge and spin is 5.7 kcal per mole. As for the charge: 0. The value obtained for the frontier orbital gap is 10.180 eV. The calculation puts the strongest force on any atom at 2.51 eV/Å.